# C9H22BClFO3P

A cluster of 2 separate species, C9H22BClFO3P in total at a distorted geometry (ωB97M-V with the def2-TZVPD basis set, the OMol25 dataset).

Cartesian coordinates (Å):
1 C 2.786 1.953 2.252
2 C 2.289 1.678 0.952
3 P 1.559 1.159 -0.730
4 C 1.529 3.009 -1.296
5 F 3.219 1.105 -1.348
6 Cl 0.939 0.667 -2.747
7 C -0.246 1.203 -0.148
8 C -0.504 1.030 1.458
9 C -2.116 0.799 1.657
10 C -2.553 -0.253 2.822
11 C -1.689 -1.638 2.907
12 B 1.761 -0.741 -0.363
13 O 3.115 -1.341 -0.474
14 O 0.662 -1.628 0.059
15 C -0.037 -2.242 -1.079
16 H 3.052 2.058 3.398
17 H 1.745 3.766 -0.404
18 H 2.444 3.152 -2.048
19 H 0.562 3.309 -1.882
20 H -0.872 0.403 -0.776
21 H -0.715 2.253 -0.461
22 H 0.157 0.228 1.994
23 H -0.263 2.074 1.986
24 H -2.561 0.449 0.634
25 H -2.585 1.856 1.952
26 H -2.613 0.212 3.918
27 H -3.677 -0.576 2.581
28 H -1.136 -1.952 1.925
29 H -2.444 -2.529 3.152
30 H -0.899 -1.635 3.785
31 H 3.292 -1.683 -1.405
32 H -1.044 -1.688 -1.378
33 H -0.386 -3.322 -0.715
34 H 0.610 -2.390 -2.043
35 O -0.787 -2.270 -4.337
36 H -0.697 -2.996 -5.005
37 H -1.726 -1.961 -4.262
38 H -0.172 -1.518 -4.533

Atomic forces in eV per Å
-3.607 -2.232 -8.098
3.911 1.796 11.022
1.384 2.679 2.107
1.307 1.800 -1.188
-0.868 0.100 0.170
-0.962 -1.311 -2.597
-2.092 0.514 0.449
-0.772 1.128 0.130
0.099 0.359 0.703
-0.965 -0.581 0.160
-0.302 -0.909 0.458
1.719 -2.401 0.217
-2.700 -0.223 -1.438
0.509 0.542 -2.862
-0.927 -1.372 0.469
-0.635 -0.181 -3.204
-0.714 -1.771 -1.761
-2.039 -0.243 1.591
1.693 -0.589 1.244
1.343 1.546 1.581
0.920 -2.229 0.714
-1.344 1.351 -1.278
-0.273 -2.411 -1.210
0.680 0.611 1.961
0.813 -2.314 -0.878
0.345 -0.765 -2.490
2.344 0.765 0.522
-1.022 0.908 1.750
1.634 1.885 -0.433
-1.549 0.145 -1.894
-0.274 0.923 1.884
2.123 -0.689 0.665
0.835 2.215 -0.774
-0.906 0.429 1.858
-0.365 -0.254 -0.604
-0.063 0.484 0.442
0.595 -0.031 0.089
0.124 0.326 0.525

***

# C9H22BCoF4N2S3

A structure of composition C9H22BCoF4N2S3 (ωB97M-V with the def2-TZVPD basis set, the OMol25 dataset).

Cartesian coordinates (Å):
1 Co -0.195 -0.004 0.291
2 C -1.459 2.044 -1.905
3 C -1.555 2.719 -0.547
4 S -0.199 2.265 0.564
5 C 1.308 2.836 -0.285
6 C 2.396 1.770 -0.220
7 S 1.830 0.129 -0.762
8 C 1.413 0.461 -2.512
9 C 0.073 -0.137 -2.894
10 S -1.256 0.241 -1.720
11 H -0.634 2.432 -2.499
12 H -2.378 2.203 -2.469
13 H -2.446 2.403 -0.001
14 H -1.583 3.805 -0.640
15 H 1.643 3.742 0.222
16 H 1.061 3.109 -1.308
17 H 2.758 1.621 0.799
18 H 3.258 2.048 -0.827
19 H 2.212 0.036 -3.119
20 H 1.427 1.539 -2.658
21 H 0.115 -1.227 -2.929
22 H -0.230 0.189 -3.890
23 N 0.465 -0.234 2.150
24 C 1.378 -1.339 2.543
25 C 0.786 -2.679 2.171
26 C 0.658 -2.873 0.676
27 N -0.358 -1.957 0.082
28 H 0.823 0.641 2.524
29 H -0.446 -0.360 2.598
30 H 1.546 -1.286 3.619
31 H 2.339 -1.186 2.048
32 H -0.187 -2.807 2.655
33 H 1.428 -3.468 2.563
34 H 0.358 -3.897 0.456
35 H 1.611 -2.690 0.176
36 H -1.267 -2.170 0.501
37 H -0.454 -2.214 -0.898
38 F -1.851 0.028 1.060
39 B -3.584 -1.393 1.100
40 F -4.394 -0.559 1.692
41 F -2.846 -2.253 1.811
42 F -3.563 -1.528 -0.219

Atomic forces in eV per Å
0.104 0.156 -0.330
-0.041 0.042 0.047
-0.002 -0.079 -0.062
0.014 -0.220 0.067
0.023 -0.054 0.020
-0.101 0.081 0.024
-0.092 0.018 0.153
0.013 0.002 0.011
0.026 -0.016 0.022
0.097 0.016 0.115
0.019 -0.009 -0.012
0.002 0.016 0.016
0.011 -0.007 0.012
0.011 -0.005 -0.010
0.023 -0.012 -0.017
0.008 -0.008 -0.008
-0.005 0.009 -0.003
-0.001 -0.004 0.005
-0.012 -0.009 0.000
-0.007 -0.003 -0.010
0.007 -0.007 -0.013
-0.030 0.017 0.013
-0.032 0.106 -0.135
0.022 0.034 0.026
-0.026 -0.045 0.028
-0.002 -0.062 -0.086
0.055 -0.097 -0.023
0.008 0.002 0.023
0.013 -0.001 0.055
-0.003 0.023 -0.005
0.003 0.013 -0.007
0.004 -0.024 -0.009
0.013 0.013 0.009
-0.001 -0.001 -0.006
0.008 -0.015 0.018
0.023 0.033 0.018
-0.084 -0.016 0.014
-0.076 0.115 0.028
0.083 0.103 0.176
-0.040 -0.012 -0.011
-0.022 -0.052 -0.038
-0.011 -0.044 -0.113

* total charge: +2

***

# C9H22BrF3N4O8P3

A cluster of 2 separate species, C9H22BrF3N4O8P3 in total at a distorted geometry (ωB97M-V with the def2-TZVPD basis set, the OMol25 dataset).

Cartesian coordinates (Å):
1 C 4.800 1.045 2.673
2 N 4.453 1.362 1.280
3 C 4.024 2.748 1.104
4 C 3.629 0.409 0.672
5 O 4.049 -0.681 0.365
6 C 2.156 0.707 0.289
7 N 1.106 0.327 1.305
8 P 1.728 -0.784 2.554
9 P 0.394 -2.454 1.997
10 O -0.619 -1.900 1.097
11 O -0.255 -3.076 3.311
12 O 1.275 -3.577 1.319
13 C 0.281 1.314 1.686
14 N -0.106 1.656 2.984
15 Br 1.262 2.475 3.956
16 N -0.306 2.026 0.740
17 C -1.229 3.131 0.976
18 F -2.362 2.700 1.483
19 F -0.683 4.061 1.736
20 F -1.467 3.656 -0.223
21 H 5.606 1.701 2.992
22 H 3.937 1.095 3.341
23 H 5.196 0.031 2.704
24 H 3.087 2.996 1.621
25 H 4.797 3.436 1.437
26 H 3.854 2.947 0.045
27 H 1.975 0.089 -0.590
28 H 2.022 1.735 -0.040
29 H 1.284 -0.393 3.831
30 H 0.107 -2.756 4.145
31 H 2.217 -3.517 1.532
32 H -0.473 0.864 3.503
33 H -0.129 1.812 -0.235
34 C -5.507 -2.622 -2.191
35 O -4.178 -2.056 -2.182
36 P -3.489 -1.732 -3.584
37 O -3.087 -2.976 -4.248
38 O -2.244 -0.932 -2.943
39 C -1.390 -1.602 -2.020
40 O -3.904 -0.629 -4.632
41 C -2.885 0.097 -5.334
42 H -5.844 -2.667 -1.160
43 H -6.197 -2.001 -2.762
44 H -5.480 -3.627 -2.610
45 H -1.297 -2.661 -2.263
46 H -1.763 -1.488 -1.005
47 H -0.403 -1.142 -2.089
48 H -2.140 -0.590 -5.732
49 H -2.416 0.834 -4.687
50 H -3.388 0.609 -6.149

Atomic forces in eV per Å
0.698 -0.621 -0.373
-1.249 0.534 0.268
-0.317 0.117 -0.300
0.765 -0.673 -0.121
-0.304 0.094 0.355
-0.414 -0.469 -1.558
1.308 1.600 2.282
1.512 -0.976 -0.355
-1.353 0.144 -0.238
0.060 0.011 -0.051
0.514 0.091 0.008
0.274 0.412 0.414
-0.615 -0.296 -0.940
-0.480 -0.353 -0.009
0.051 -0.047 0.018
0.249 0.284 0.157
0.012 0.232 -0.637
0.052 0.028 0.273
-0.059 -0.096 0.244
0.011 -0.090 -0.031
-0.152 0.149 0.092
0.062 0.265 0.081
-0.048 -0.015 0.006
0.121 0.004 0.211
0.079 -0.127 0.095
0.184 0.019 -0.017
0.076 -0.073 0.030
-0.141 0.091 0.373
-0.702 0.241 -0.288
-0.066 -0.216 0.132
0.055 -0.278 -0.122
-0.016 0.030 0.047
-0.169 -0.063 -0.027
-0.015 -0.273 0.089
-1.769 1.146 -0.873
3.859 -0.868 0.199
-0.593 -0.207 -0.172
0.079 0.122 -0.079
-0.010 0.008 0.071
-1.543 0.135 1.000
-0.008 0.162 -0.283
0.076 0.027 0.021
0.023 0.032 -0.002
0.035 0.021 -0.039
-0.021 -0.002 -0.012
-0.050 -0.075 0.004
-0.006 0.008 -0.070
-0.004 -0.026 0.032
-0.005 -0.079 0.104
-0.047 -0.085 -0.010

* total charge: +1

***

# C9H22ClIInO2P

A structure of composition C9H22ClIInO2P at a distorted geometry (ωB97M-V with the def2-TZVPD basis set, the OMol25 dataset).

Cartesian coordinates (Å):
1 C -2.871 -0.107 -1.139
2 I -1.444 -0.854 -2.433
3 H -2.460 -0.140 -0.113
4 H -3.759 -0.748 -1.237
5 H -3.130 0.911 -1.430
6 In 1.248 -0.012 1.709
7 P 1.171 2.216 0.321
8 C 0.275 2.521 -1.239
9 C 0.660 3.651 1.308
10 H 3.566 2.122 0.539
11 H 3.063 3.733 -0.089
12 H 3.053 2.292 -1.176
13 C 2.886 2.644 -0.149
14 H 0.895 3.408 2.355
15 H 1.181 4.563 0.991
16 H 0.352 3.596 -1.486
17 H -0.787 2.245 -1.110
18 H -0.425 3.760 1.174
19 H 0.714 1.917 -2.049
20 C -3.959 0.771 -4.028
21 O -4.467 0.072 -4.774
22 Cl 3.420 -0.446 2.572
23 C 1.966 -3.356 0.907
24 C 0.636 -2.841 0.431
25 O 0.080 -1.822 1.283
26 C -0.946 -2.270 2.183
27 C -2.209 -2.746 1.491
28 H 2.740 -2.610 1.103
29 H 2.322 -4.034 0.132
30 H 1.840 -3.936 1.822
31 H 0.688 -2.367 -0.541
32 H -0.063 -3.676 0.344
33 H -0.532 -3.053 2.830
34 H -1.159 -1.409 2.813
35 H -2.031 -3.619 0.857
36 H -2.924 -3.054 2.262
37 H -2.670 -1.957 0.886

Atomic forces in eV per Å
-0.802 0.210 0.957
0.987 -0.378 -0.500
-0.417 0.073 -0.568
0.330 0.309 0.234
0.052 -0.157 0.044
1.230 -0.737 -0.561
0.358 2.204 -1.159
-0.590 -1.093 -0.103
-0.501 -0.845 0.998
0.165 0.305 -0.316
-0.331 -0.518 0.043
0.100 0.054 0.352
0.435 -0.934 0.294
-0.197 0.607 -0.160
-0.055 -0.378 -0.038
0.150 -0.412 0.364
0.418 0.186 -0.251
0.260 0.115 0.282
-0.295 0.217 0.261
-1.205 -1.447 -1.694
1.081 1.524 1.575
-1.531 0.418 -0.350
-0.052 -0.302 0.282
0.805 -0.483 -0.915
0.337 1.412 0.207
-0.877 -0.528 1.029
-0.010 0.043 -0.137
-0.176 0.043 -0.277
0.187 -0.044 0.045
0.077 -0.062 0.033
0.076 -0.025 -0.307
-0.085 0.339 0.155
0.026 0.137 -0.177
-0.139 0.106 0.170
-0.073 0.155 0.123
0.147 0.096 -0.103
0.117 -0.210 0.170

* total charge: +2

***

Number 1: Kohn-Sham gap 4.420 eV. Number 2: Kohn-Sham gap 9.868 eV. Number 3: Kohn-Sham gap 6.596 eV. Number 4: Kohn-Sham gap 5.274 eV.